{
  "formula": "CH30InO18P",
  "method": "wB97M-V/def2-TZVPD",
  "symbols": ["O", "H", "H", "H", "H", "H", "H", "H", "O", "H", "O", "H", "H", "O", "H", "H", "H", "H", "O", "C", "H", "H", "H", "In", "O", "H", "O", "H", "O", "O", "O", "H", "H", "H", "H", "H", "H", "O", "H", "O", "H", "O", "H", "O", "P", "O", "O", "H", "H", "O", "O"],
  "xyz": [[2.47, -2.16, 0.00], [0.10, 1.78, 2.50], [-1.29, 0.19, -2.55], [-0.55, 4.33, 1.02], [1.90, 4.20, -0.28], [2.64, -2.04, -0.94], [1.87, 1.31, 0.20], [-2.74, 1.47, 1.00], [-1.00, 0.29, -3.47], [1.67, -1.62, 0.17], [-0.92, 1.27, 1.28], [-2.92, -0.37, 3.32], [-0.08, -0.03, -3.48], [1.63, -0.66, -2.47], [0.76, 3.18, -0.37], [2.83, 0.48, 1.08], [2.18, 2.79, -3.21], [-3.88, 1.73, -0.05], [-3.62, 1.88, 0.87], [0.90, -5.26, 1.05], [1.56, -5.08, 1.91], [1.31, -0.04, -1.81], [2.44, -0.25, -2.82], [-2.00, -2.50, 0.33], [0.18, -0.83, 0.35], [-0.24, 2.11, 3.98], [-2.42, -0.63, 2.54], [1.73, 1.92, -2.03], [0.48, 2.14, 3.34], [-0.35, -2.64, -2.09], [0.56, -4.07, 0.35], [-1.31, 3.03, 1.33], [-0.20, -3.44, -2.61], [0.39, -2.05, -2.33], [-3.22, 0.60, -1.60], [1.33, -3.48, 0.38], [-1.84, 0.12, 2.34], [0.95, 4.11, -0.14], [0.95, -0.79, 2.04], [1.30, -0.70, 2.94], [1.06, 0.18, 3.25], [-1.75, 0.06, -0.82], [1.48, -5.90, 0.38], [2.52, 2.23, -2.50], [-0.50, 0.51, 0.01], [-4.01, 1.02, -1.98], [2.76, 1.31, 0.59], [0.02, -5.81, 1.38], [-4.08, 0.67, -2.87], [0.40, 1.42, -0.83], [-1.42, 4.00, 1.30]],
  "nbo_charge": [-0.969, 0.481, 0.475, 0.502, 0.494, 0.488, 0.458, 0.465, -0.909, 0.493, -1.027, 0.497, 0.479, -1.001, 0.484, 0.482, 0.474, 0.493, -0.885, -0.255, 0.183, 0.496, 0.518, 1.190, -1.102, 0.468, -0.992, 0.478, -0.939, -0.985, -0.772, 0.479, 0.486, 0.510, 0.483, 0.516, 0.498, -0.955, 0.471, -0.962, 0.488, -0.960, 0.171, -0.958, 2.532, -0.967, -0.935, 0.174, 0.484, -1.012, -0.802],
  "gap_ev": 3.26
}

=====

{
  "formula": "CH32N2O14",
  "method": "wB97M-V/def2-TZVPD",
  "symbols": ["O", "O", "H", "H", "H", "H", "H", "O", "H", "O", "H", "H", "H", "O", "H", "H", "H", "O", "H", "H", "O", "O", "O", "O", "H", "H", "H", "H", "H", "H", "H", "H", "H", "O", "H", "H", "N", "H", "C", "O", "H", "H", "H", "O", "O", "H", "N", "H", "H"],
  "xyz": [[0.10, -3.57, 0.21], [2.29, -2.43, 1.27], [-2.62, -0.44, 1.03], [-2.96, 1.18, -1.98], [0.03, -1.56, -3.06], [-2.02, 2.82, -0.15], [-0.93, -2.30, 0.82], [-1.14, -1.40, 1.19], [2.73, 1.38, 0.17], [3.57, 1.30, -0.25], [2.55, -1.89, 0.45], [-0.07, 3.84, 2.01], [-1.13, 0.31, -0.08], [0.49, 3.18, 2.45], [-0.64, -1.35, 1.97], [-1.64, 2.39, 1.21], [-0.81, 2.08, 2.86], [-1.49, 1.38, 2.73], [-1.97, -0.22, -3.39], [1.41, -3.42, -2.63], [2.76, -1.04, -0.99], [1.02, -2.73, -2.17], [-2.81, 0.13, -3.35], [-0.26, -0.75, -3.47], [3.95, 2.12, -0.33], [-3.20, 1.11, -0.43], [1.73, -2.15, -1.89], [0.34, -3.34, -0.71], [1.30, -0.51, 3.64], [0.05, -0.06, -2.87], [-3.04, 0.86, 1.75], [-1.01, 0.56, 2.80], [0.86, 2.17, -1.48], [0.80, -1.10, 3.04], [-0.86, 1.89, -1.84], [0.81, 0.06, 1.34], [0.03, 1.58, -1.46], [0.83, -3.29, 0.72], [-0.15, 0.86, -0.27], [-2.94, 1.73, -1.19], [-3.41, -0.60, -3.45], [2.17, -0.27, -0.82], [1.42, -1.57, 2.46], [-3.25, 0.24, 1.00], [-1.35, 3.00, 0.55], [3.03, -2.99, 1.45], [0.89, 0.74, 0.53], [3.71, -0.62, -1.08], [0.83, 2.72, 1.71]],
  "nbo_charge": [-0.988, -1.005, 0.499, 0.503, 0.494, 0.509, 0.516, -1.022, 0.503, -0.995, 0.521, 0.501, 0.234, -0.956, 0.485, 0.478, 0.509, -1.000, 0.495, 0.484, -1.019, -0.964, -0.964, -0.988, 0.472, 0.508, 0.512, 0.493, 0.494, 0.482, 0.506, 0.483, 0.396, -1.005, 0.428, 0.390, -0.862, 0.483, 0.342, -1.053, 0.478, 0.526, 0.511, -0.982, -1.012, 0.491, -0.939, 0.539, 0.488],
  "gap_ev": 9.77
}

=====

{
  "formula": "CH33N3O14",
  "method": "wB97M-V/def2-TZVPD",
  "symbols": ["H", "O", "H", "H", "H", "H", "H", "H", "O", "H", "H", "O", "O", "H", "O", "H", "H", "H", "O", "N", "H", "O", "N", "O", "H", "H", "O", "H", "O", "H", "O", "H", "H", "H", "H", "O", "H", "H", "N", "H", "H", "H", "H", "H", "H", "O", "H", "H", "H", "C", "O"],
  "xyz": [[-2.01, 3.48, -0.09], [-1.30, 0.05, 1.21], [-0.49, 1.09, -1.73], [-0.93, 0.65, 4.81], [-0.41, -0.15, 1.29], [1.01, -4.34, -2.47], [1.81, 2.04, -0.61], [-2.21, -4.05, -2.69], [3.83, 1.85, 0.54], [1.46, 2.04, 3.23], [3.40, 2.46, 0.95], [-1.82, 2.61, 2.42], [-0.43, 0.39, -2.35], [-0.02, -3.54, -0.01], [-0.29, -0.01, 4.66], [-2.51, 0.51, -3.18], [-0.76, -2.11, 0.58], [0.78, -2.82, -2.21], [-2.46, 2.26, -0.78], [-0.48, -2.73, -0.19], [3.11, -1.95, -2.80], [2.68, -3.02, 0.34], [-1.50, -3.91, -1.90], [2.16, -0.27, 2.12], [-3.14, -1.74, -1.85], [-0.54, 4.05, 0.07], [3.44, -1.77, -1.87], [-1.85, 1.54, -0.40], [1.38, -3.53, -2.35], [-1.49, 3.44, 1.88], [-3.26, 1.00, -2.98], [3.46, 1.07, 0.87], [1.75, 2.84, -1.92], [1.78, -0.29, 2.94], [-2.79, 2.51, 2.04], [-1.50, 4.16, 0.40], [0.88, 3.00, 2.42], [2.57, -2.76, -0.60], [-2.50, -1.88, -1.15], [2.80, -0.83, 1.86], [-2.52, -1.20, -0.39], [-3.22, 1.86, -3.38], [-0.13, -0.51, 5.45], [-1.43, 0.96, 1.56], [3.51, -2.71, -1.49], [1.73, 2.57, 2.52], [-0.34, -0.40, -1.92], [1.98, -3.49, 0.68], [-2.92, 1.84, -1.48], [-1.59, -2.93, -1.07], [1.32, 2.68, -1.02]],
  "nbo_charge": [0.497, -1.006, 0.481, 0.485, 0.484, 0.488, 0.485, 0.361, -0.926, 0.465, 0.458, -1.028, -0.951, 0.387, -0.961, 0.499, 0.392, 0.489, -0.979, -0.846, 0.486, -0.963, -0.830, -0.980, 0.401, 0.494, -0.929, 0.491, -0.974, 0.514, -0.953, 0.469, 0.486, 0.489, 0.479, -0.989, 0.465, 0.479, -0.856, 0.494, 0.408, 0.483, 0.477, 0.510, 0.462, -0.929, 0.472, 0.462, 0.504, 0.576, -0.974],
  "de_lowest_kcal_mol": 64.4,
  "gap_ev": 9.54
}

=====

{
  "formula": "CH33O16",
  "method": "wB97M-V/def2-TZVPD",
  "symbols": ["H", "H", "H", "H", "O", "H", "O", "O", "O", "O", "H", "O", "H", "H", "H", "H", "O", "O", "H", "H", "H", "H", "H", "H", "O", "H", "O", "H", "H", "O", "H", "H", "H", "O", "H", "O", "H", "O", "H", "H", "C", "O", "H", "H", "H", "H", "H", "H", "H", "O"],
  "xyz": [[-20.91, -11.83, -7.06], [-25.54, -12.44, -7.59], [-24.58, -14.24, -10.79], [-22.25, -12.19, -2.09], [-20.47, -11.28, -3.77], [-24.01, -11.45, -6.25], [-19.92, -17.00, -7.29], [-23.74, -14.48, -5.21], [-19.96, -13.25, -9.02], [-22.10, -15.49, -8.12], [-19.12, -13.68, -8.89], [-21.75, -11.68, -10.05], [-19.39, -12.97, -6.74], [-24.50, -12.34, -5.20], [-21.14, -11.04, -10.30], [-23.01, -15.68, -8.01], [-24.15, -13.44, -10.63], [-18.82, -15.60, -4.97], [-24.11, -13.47, -9.66], [-22.87, -14.30, -5.57], [-19.49, -9.09, -5.42], [-20.50, -13.57, -8.30], [-18.86, -16.13, -5.74], [-21.34, -12.20, -9.40], [-20.12, -9.58, -5.94], [-24.06, -15.11, -5.84], [-24.84, -11.71, -5.88], [-23.01, -9.32, -8.84], [-21.40, -11.59, -3.68], [-18.41, -13.15, -6.73], [-18.76, -14.71, -5.32], [-20.45, -15.15, -4.51], [-21.86, -14.75, -7.53], [-22.73, -12.37, -2.87], [-22.00, -12.16, -5.75], [-25.40, -13.20, -8.10], [-21.66, -14.13, -4.36], [-21.18, -13.75, -6.46], [-20.70, -16.40, -7.38], [-20.48, -10.96, -4.67], [-21.70, -12.44, -6.70], [-21.18, -14.89, -3.93], [-22.65, -13.32, -2.79], [-22.64, -12.46, -7.32], [-20.19, -17.82, -7.67], [-18.01, -12.29, -6.50], [-22.61, -10.68, -8.39], [-25.11, -14.02, -7.59], [-19.55, -9.78, -6.66], [-22.86, -9.79, -8.02]],
  "nbo_charge": [0.149, 0.507, 0.442, 0.470, -0.997, 0.478, -0.993, -0.967, -0.994, -0.998, 0.492, -0.941, 0.512, 0.495, 0.455, 0.449, -0.933, -0.964, 0.483, 0.495, 0.465, 0.490, 0.491, 0.488, -0.913, 0.452, -0.968, 0.461, 0.479, -0.985, 0.496, 0.505, 0.501, -0.932, 0.159, -0.979, 0.461, -1.016, 0.511, 0.478, -0.295, -1.004, 0.491, 0.141, 0.462, 0.461, 0.492, 0.471, 0.462, -0.966],
  "charge": -1,
  "de_lowest_kcal_mol": 37.7,
  "gap_ev": 8.37
}

=====

{
  "formula": "CH35O17",
  "method": "wB97M-V/def2-TZVPD",
  "symbols": ["H", "O", "H", "H", "O", "O", "H", "O", "O", "H", "H", "O", "H", "H", "H", "H", "H", "H", "H", "O", "O", "O", "H", "H", "H", "H", "H", "H", "H", "H", "H", "O", "H", "H", "H", "O", "C", "O", "H", "H", "H", "H", "O", "H", "O", "O", "H", "H", "H", "O", "H", "H", "O"],
  "xyz": [[3.59, -0.31, 2.46], [-2.70, -0.45, 2.34], [-1.18, 1.17, -2.57], [1.77, -3.49, -2.45], [0.98, 2.22, 2.98], [-0.09, -0.15, 3.10], [2.58, -0.83, -0.03], [1.45, 3.26, 0.52], [-1.34, -2.26, -1.77], [-0.99, -0.02, 2.90], [-0.87, 3.08, -0.91], [1.37, -2.63, -2.21], [3.91, 0.12, -1.22], [0.44, -2.55, 0.51], [2.64, -1.09, 1.62], [-2.70, 0.95, 1.43], [0.58, -0.41, -1.10], [-2.60, -3.15, 0.28], [-2.62, 2.27, 0.48], [2.79, -1.76, -0.14], [0.09, -2.65, 1.38], [-1.51, 1.47, -3.44], [0.69, 0.35, 0.45], [0.61, 1.53, -2.39], [-1.02, 2.24, -3.81], [0.14, 2.57, 3.29], [-2.42, -1.03, -1.05], [0.79, 1.29, 2.80], [0.86, 2.61, 0.17], [-3.18, -0.92, 3.00], [-1.54, -2.53, 1.24], [-3.01, -0.31, -0.84], [1.53, 2.92, 1.41], [1.61, 0.78, -3.21], [-1.65, -2.17, -2.72], [-0.47, 1.43, -0.96], [0.02, 0.23, -0.43], [-2.92, 1.87, 1.30], [2.29, -2.16, -0.88], [-0.70, -0.38, 0.06], [-0.55, 3.93, 0.37], [-2.47, -1.19, 1.79], [3.32, 0.81, -0.80], [-0.40, -2.08, -1.78], [2.70, -0.34, 2.19], [-2.45, -2.82, 1.17], [0.31, -0.66, 2.37], [2.64, 1.01, -1.45], [-0.25, -3.57, 1.38], [-0.94, 3.99, -0.53], [-2.30, 0.24, -0.52], [1.74, -2.08, -2.89], [1.43, 1.67, -2.89]],
  "nbo_charge": [0.468, -0.958, 0.503, 0.494, -0.983, -0.963, 0.512, -0.982, -0.979, 0.492, 0.503, -0.941, 0.453, 0.485, 0.474, 0.484, 0.086, 0.491, 0.489, -1.037, -0.925, -1.012, 0.143, 0.505, 0.472, 0.467, 0.464, 0.503, 0.473, 0.481, 0.477, -0.960, 0.485, 0.431, 0.493, -1.010, -0.225, -0.999, 0.480, 0.112, 0.477, 0.494, -0.945, 0.495, -0.947, -0.987, 0.484, 0.494, 0.485, -1.005, 0.473, 0.492, -0.956],
  "charge": -1,
  "de_lowest_kcal_mol": 40.8,
  "gap_ev": 6.78
}

=====

{
  "formula": "CH3BNOS",
  "method": "wB97M-V/def2-TZVPD",
  "symbols": ["H", "S", "O", "H", "H", "B", "C", "N"],
  "xyz": [[0.25, -1.93, 0.04], [-1.05, -1.66, -0.01], [2.68, 0.47, 0.20], [-0.88, 0.62, -1.35], [-1.93, 0.73, 0.36], [-0.93, 0.30, -0.18], [1.51, 0.61, 0.36], [0.36, 0.85, 0.59]],
  "nbo_charge": [0.106, -0.400, -0.633, -0.083, -0.074, -0.050, 0.811, -0.677],
  "charge": -1,
  "gap_ev": 7.70
}

=====

{
  "formula": "CH3Br2ClSi",
  "method": "wB97M-V/def2-TZVPD",
  "symbols": ["C", "Cl", "Si", "Br", "H", "Br", "H", "H"],
  "xyz": [[-0.80, -0.48, 0.79], [-0.95, -2.20, 1.06], [2.04, -0.07, -0.44], [3.35, -1.75, -0.11], [1.50, 0.40, -1.70], [2.79, 1.73, 0.52], [-0.86, -0.06, 1.79], [-1.24, -0.24, -0.03]],
  "nbo_charge": [-0.423, -0.050, 0.791, -0.234, -0.161, -0.289, 0.205, 0.161],
  "de_lowest_kcal_mol": 125.4,
  "gap_ev": [7.83, 7.24]
}

=====

{
  "formula": "CH3Br2N",
  "method": "wB97M-V/def2-TZVPD",
  "symbols": ["N", "H", "Br", "H", "C", "H", "Br"],
  "xyz": [[0.75, -0.10, -0.46], [-1.14, 1.00, -0.30], [1.68, -1.58, 0.12], [-1.26, -0.78, -0.52], [-0.77, 0.03, 0.00], [-0.83, -0.12, 1.07], [1.57, 1.55, 0.09]],
  "nbo_charge": [-0.593, 0.221, 0.222, 0.211, -0.412, 0.195, 0.155],
  "de_lowest_kcal_mol": 19.1,
  "gap_ev": 8.79
}

=====

{
  "formula": "CH3Br2NO2S",
  "method": "wB97M-V/def2-TZVPD",
  "symbols": ["C", "S", "O", "Br", "N", "H", "H", "Br", "H", "O"],
  "xyz": [[-1.46, 0.24, -0.18], [0.02, -0.65, 0.49], [0.33, -0.15, 1.81], [2.86, -0.82, -0.53], [1.56, 0.32, -0.95], [-2.44, -0.33, 0.19], [-1.37, 1.18, 0.35], [1.57, 2.01, -0.18], [-1.10, 0.26, -1.19], [0.04, -2.06, 0.18]],
  "nbo_charge": [-0.813, 2.071, -0.863, 0.275, -0.813, 0.275, 0.257, 0.210, 0.259, -0.856],
  "de_lowest_kcal_mol": 74.6,
  "gap_ev": [7.97, 7.96]
}

=====

{
  "formula": "CH3Br2NO2S",
  "method": "wB97M-V/def2-TZVPD",
  "symbols": ["S", "C", "H", "O", "N", "Br", "H", "H", "Br", "O"],
  "xyz": [[0.75, 1.18, -0.17], [-1.77, -0.71, 0.75], [1.43, -0.61, -1.48], [0.58, 2.00, -1.35], [1.73, -0.15, -0.64], [-3.23, 0.23, 0.10], [1.95, -0.81, 0.10], [-1.60, -0.66, 1.81], [-1.18, -2.22, -0.14], [1.36, 1.74, 1.01]],
  "nbo_charge": [1.949, -0.482, 0.399, -0.860, -1.014, 0.148, 0.399, 0.209, 0.121, -0.868],
  "de_lowest_kcal_mol": 49.3,
  "gap_ev": [8.60, 6.81]
}